{"formula": "C27H21N6O4SeV", "method": "the ωB97M-V functional and the def2-TZVPD basis", "elements": ["N", "Se", "C", "C", "C", "H", "H", "C", "H", "C", "C", "H", "C", "V", "C", "O", "C", "C", "H", "H", "C", "C", "C", "H", "O", "N", "C", "H", "H", "H", "H", "C", "C", "H", "H", "C", "C", "C", "C", "N", "H", "N", "H", "N", "H", "H", "H", "C", "H", "N", "C", "H", "H", "O", "O", "C", "C", "C", "C", "C"], "xyz": [[0.546, 0.390, -2.948], [2.147, 1.241, -0.102], [-0.078, -2.812, 0.971], [-0.030, 0.246, 4.112], [1.024, -2.316, 0.242], [2.725, -2.743, -6.609], [-0.773, -4.075, 2.557], [2.019, -0.970, -4.273], [1.531, -4.600, 4.478], [2.102, -2.918, -2.338], [-2.554, -2.989, 0.733], [3.455, -3.915, 2.008], [2.298, -2.723, 0.670], [0.067, 0.287, -0.165], [1.373, -0.761, -3.066], [-0.898, 0.743, 6.705], [3.421, -2.343, -5.864], [-0.320, 2.357, -3.370], [0.391, -0.327, 4.927], [-3.194, -0.075, -0.583], [1.532, -5.124, 3.518], [0.857, 1.654, -3.302], [-1.317, 1.579, 5.877], [-4.581, -2.319, 0.197], [-1.974, 2.622, 6.049], [-0.239, 0.614, 1.766], [-3.520, -2.142, 0.245], [-0.445, 3.406, -3.577], [0.996, -0.832, 2.558], [1.942, -0.201, -5.035], [-2.093, 2.828, 3.487], [-1.643, 2.255, 0.785], [-1.073, 1.636, 2.036], [4.243, -3.054, -5.766], [3.151, -2.276, 0.177], [-2.823, -0.988, -0.148], [0.290, -0.048, 2.800], [-0.908, 1.284, 4.402], [2.737, -3.107, -3.549], [-0.790, 0.231, -2.771], [1.882, 1.958, -3.422], [-1.367, -2.347, 0.618], [2.480, -5.656, 3.431], [0.814, -1.476, -0.829], [3.247, -4.048, -3.735], [-2.368, 1.584, -2.908], [2.125, -3.712, -1.606], [2.455, -3.627, 1.702], [-2.620, -3.986, 1.130], [-1.529, -1.132, 0.077], [1.354, -4.157, 2.375], [3.819, -1.406, -6.258], [0.726, -5.859, 3.540], [-2.457, 3.166, 0.820], [-1.210, 1.671, -0.281], [-1.419, 1.998, 3.325], [0.091, -3.719, 2.006], [2.739, -2.127, -4.536], [-1.308, 1.425, -3.015], [1.433, -1.713, -2.017]], "atomic_forces_ev_per_a": [[0.1, 0.1, -0.2], [0.9, 0.4, 0.1], [0.5, 0.1, -0.1], [0.0, 0.0, 0.0], [-0.1, -0.5, -0.1], [0.0, 0.0, 0.0], [0.0, 0.1, 0.0], [0.0, 0.0, 0.0], [0.0, 0.0, 0.0], [0.0, 0.1, 0.0], [0.0, 0.1, -0.1], [0.0, 0.0, 0.0], [-0.1, 0.1, 0.1], [1.3, 0.1, -1.4], [0.0, -0.2, 0.1], [-0.1, 0.0, 0.0], [-0.2, 0.0, 0.1], [0.0, 0.0, -0.1], [0.0, 0.0, 0.0], [0.1, 0.1, 0.0], [0.0, 0.1, 0.0], [-0.1, 0.0, -0.1], [0.4, 0.1, -0.2], [0.0, 0.0, 0.0], [-0.1, -0.1, 0.0], [-0.2, 0.2, 1.8], [0.0, 0.0, 0.1], [0.0, 0.0, 0.0], [0.0, 0.0, 0.0], [0.0, 0.0, 0.0], [0.0, 0.0, 0.0], [-0.4, 0.3, 0.3], [0.0, -0.3, 0.1], [0.0, 0.0, 0.0], [0.0, 0.0, 0.0], [0.0, -0.1, 0.0], [0.0, 0.1, 0.1], [-0.1, -0.2, 0.1], [0.0, 0.1, 0.0], [-0.2, 0.0, -0.1], [0.0, 0.0, 0.0], [-0.3, -0.3, 0.0], [0.0, 0.0, 0.0], [0.3, -0.9, -0.5], [0.0, 0.0, 0.0], [0.0, 0.0, 0.1], [0.0, 0.0, 0.0], [0.0, 0.0, 0.0], [0.1, 0.0, 0.0], [-0.9, -0.2, 0.2], [0.1, 0.0, 0.0], [0.0, 0.0, 0.0], [0.0, 0.0, 0.0], [0.2, -0.1, 0.0], [-1.2, 1.0, -0.2], [0.0, 0.1, -0.1], [-0.1, 0.1, 0.1], [0.1, -0.1, -0.1], [0.1, -0.1, -0.2], [0.0, -0.1, 0.1]], "spin_multiplicity": 3, "relative_energy_kj_mol": 12.4, "gap_ev": [4.8, 5.3], "total_charge": -2}